Record 1
The following is a quantum chemistry calculation of a gas-phase ion, C9H15BNO2 (charge +1), from OMol25.

Geometry (Å):
B  -1.306  0.605  -1.794
C  0.035  0.656  -1.068
C  -0.661  -0.223  1.215
C  4.567  0.204  0.627
C  1.345  0.896  -1.072
C  3.654  0.733  -0.218
C  2.280  0.444  -0.133
C  -2.280  -1.836  0.245
C  -1.670  -1.714  -1.158
C  -0.567  0.946  2.118
N  -2.088  -0.554  0.964
O  -2.101  -0.519  -1.762
O  -1.778  1.735  -2.343
H  5.606  0.477  0.575
H  4.285  -0.510  1.383
H  1.744  1.458  -1.920
H  3.976  1.429  -0.982
H  1.926  -0.236  0.630
H  -3.350  -2.041  0.174
H  -1.784  -2.635  0.795
H  -0.578  -1.734  -1.085
H  -2.010  -2.549  -1.776
H  -1.452  1.588  2.159
H  0.308  1.541  1.865
H  -0.379  0.555  3.124
H  -2.596  -0.562  1.859
H  -2.510  0.182  0.377
H  -2.616  1.662  -2.803

LUMO (alpha / beta)	-0.18417 / -0.16633	hartree
ΔE to the lowest compared entry with this formula, charge and spin	375.01	kJ/mol
net charge	+1
gap between HOMO and LUMO (alpha / beta)	5.97 / 7.44	eV
energy	-15827.15107	eV



Record 2
The following is a quantum chemistry calculation of a single C9H15BO3 molecule, from OMol25.

Geometry (Å):
C  0.560  1.802  -0.706
C  0.721  0.668  -1.319
C  0.264  -0.699  -0.721
C  -0.986  -0.720  -0.335
C  -2.007  0.265  -0.458
C  -1.989  1.544  0.009
O  -2.956  2.324  -0.623
B  -1.440  1.955  1.442
O  -1.582  3.249  1.703
O  -0.944  1.167  2.390
C  1.381  -1.767  -0.705
C  2.113  -1.580  0.586
C  1.015  -3.246  -0.791
H  0.572  1.610  0.344
H  0.919  2.646  -1.267
H  0.974  0.481  -2.395
H  -1.364  -1.776  -0.189
H  -2.655  0.062  -1.261
H  -3.093  3.213  -0.221
H  -1.209  3.822  2.454
H  -0.554  1.763  2.988
H  2.062  -1.369  -1.542
H  1.674  -1.879  1.475
H  2.428  -0.508  0.718
H  3.032  -2.205  0.619
H  0.369  -3.604  0.014
H  1.879  -3.816  -0.438
H  0.815  -3.403  -1.767

LUMO	0.00420	hartree
ΔE to the lowest compared entry with this formula, charge and spin	144.64	kJ/mol
net charge	0
gap between HOMO and LUMO	8.02	eV
energy	-16393.80213	eV



Record 3
The following is a quantum chemistry calculation of a molecular structure, C9H15N2, from OMol25.

Geometry (Å):
C  -1.782  1.099  1.366
C  -1.047  0.358  0.476
C  0.248  0.924  0.624
C  -2.445  -1.834  0.294
C  -2.192  -0.567  -1.735
C  3.116  1.616  0.585
C  2.513  -0.705  -0.271
C  -1.499  -0.830  -0.406
C  2.106  0.731  -0.146
N  -0.837  1.887  1.901
N  0.352  1.966  1.419
H  -2.711  0.775  1.770
H  -2.569  -1.532  1.342
H  -1.977  -2.819  0.151
H  -3.380  -1.814  -0.330
H  -3.138  0.025  -1.665
H  -2.411  -1.568  -2.222
H  -1.548  0.082  -2.517
H  3.073  1.327  1.679
H  2.782  2.618  0.382
H  4.112  1.431  0.199
H  1.747  -1.267  -0.937
H  2.843  -0.986  0.709
H  3.395  -0.702  -1.025
H  -0.470  -1.373  -0.663
H  1.719  1.159  -0.981

LUMO (alpha / beta)	-0.28413 / -0.29561	hartree
ΔE to the lowest compared entry with this formula, charge and spin	804.30	kJ/mol
net charge	+1
gap between HOMO and LUMO (alpha / beta)	6.88 / 6.40	eV
energy	-12541.55057	eV



Record 4
The following is a quantum chemistry calculation of a gas-phase ion, C9H15N2O (charge +1), from OMol25.

Geometry (Å):
C  -0.410  -1.927  2.472
C  0.441  -1.014  1.752
N  0.018  0.041  1.157
C  -1.242  0.677  1.004
C  -1.324  1.298  -0.473
N  -0.660  0.476  -1.529
C  -0.513  1.171  -2.884
C  0.655  -0.119  -1.082
C  1.167  0.603  0.277
O  1.419  1.792  0.264
C  2.268  -0.377  0.699
C  1.746  -1.376  1.412
H  -1.153  -1.402  3.082
H  0.182  -2.582  3.156
H  -0.877  -2.524  1.668
H  -1.057  1.606  1.569
H  -2.089  0.032  1.240
H  -2.379  1.509  -0.831
H  -0.675  2.135  -0.444
H  -1.300  -0.301  -1.616
H  0.386  0.743  -3.206
H  -1.254  0.829  -3.616
H  -0.572  2.265  -2.966
H  1.444  0.061  -1.762
H  0.445  -1.229  -1.149
H  3.132  -0.075  0.128
H  2.201  -2.312  1.681

LUMO	-0.13518	hartree
ΔE to the lowest compared entry with this formula, charge and spin	374.83	kJ/mol
net charge	+1
gap between HOMO and LUMO	8.33	eV
energy	-14594.07857	eV



Record 5
The following is a quantum chemistry calculation of a molecular structure, C9H15N3O, from OMol25.

Geometry (Å):
C  -3.531  0.684  -0.867
C  -2.354  0.351  0.735
C  -0.084  -1.862  0.094
C  -0.309  -0.372  -0.401
C  -1.387  -2.517  0.477
C  2.135  0.060  -0.708
C  0.964  1.029  1.330
C  0.412  2.078  -0.934
C  0.795  0.767  -0.176
N  -3.572  0.744  0.447
N  -2.438  0.143  -1.432
N  -1.690  -0.005  -0.385
O  -0.073  -1.451  -1.256
H  -4.382  0.932  -1.435
H  -1.935  0.120  1.714
H  0.849  -2.187  0.676
H  -1.656  -2.156  1.502
H  -1.367  -3.527  0.528
H  -2.240  -2.142  -0.207
H  2.958  0.675  -0.839
H  1.921  -0.376  -1.704
H  2.269  -0.731  -0.073
H  1.678  1.916  1.526
H  0.099  1.281  1.680
H  1.310  0.093  1.768
H  -0.433  2.596  -0.646
H  0.302  1.936  -1.995
H  1.234  2.817  -0.917

LUMO	0.02651	hartree
ΔE to the lowest compared entry with this formula, charge and spin	188.00	kJ/mol
net charge	0
gap between HOMO and LUMO	10.31	eV
energy	-16091.11363	eV



Record 6
The following is a quantum chemistry calculation of a single C9H15N3O2S molecule, from OMol25.

Geometry (Å):
C  3.396  1.862  -2.726
O  2.152  2.347  -2.288
C  1.069  1.705  -3.020
C  -0.222  2.129  -2.394
N  -0.198  1.577  -1.038
C  -1.333  2.010  -0.197
C  -1.764  0.980  0.859
O  -2.562  1.346  1.701
N  -1.183  -0.248  0.957
C  -1.322  -1.171  1.977
N  -0.609  -2.259  1.785
C  -0.771  -3.188  2.831
C  -0.132  -4.536  2.792
C  -1.567  -2.715  3.846
S  -2.292  -1.186  3.448
H  4.006  2.708  -2.957
H  3.327  1.275  -3.647
H  3.914  1.245  -1.954
H  1.166  0.610  -2.916
H  1.068  1.984  -4.087
H  -1.102  1.675  -2.909
H  -0.339  3.241  -2.342
H  0.700  1.738  -0.590
H  -2.211  2.184  -0.836
H  -1.124  2.950  0.326
H  -0.424  -0.451  0.276
H  0.944  -4.384  2.647
H  -0.492  -5.132  1.967
H  -0.273  -5.051  3.731
H  -1.822  -3.247  4.758

LUMO	0.03003	hartree
ΔE to the lowest compared entry with this formula, charge and spin	154.57	kJ/mol
net charge	0
gap between HOMO and LUMO	9.13	eV
energy	-28976.39575	eV



Record 7
The following is a quantum chemistry calculation of a molecular structure, C9H15N3O2Se, from OMol25.

Geometry (Å):
C  -2.696  -0.265  -1.276
C  -3.446  -1.619  0.217
C  -1.635  -1.054  -0.944
C  0.574  -1.163  1.112
C  1.950  1.808  -0.915
C  -0.322  1.617  0.335
C  1.789  1.454  1.507
C  -0.216  -1.019  -1.311
C  1.179  -0.322  -0.014
N  -3.807  -0.596  -0.538
N  -2.160  -1.952  -0.013
N  1.134  1.125  0.142
O  1.045  -2.406  1.110
O  -0.275  -0.780  1.853
Se  2.857  -1.108  -0.730
H  -2.783  0.501  -2.061
H  -4.062  -2.252  0.788
H  1.278  1.995  -1.732
H  2.335  2.628  -0.385
H  2.752  1.103  -1.089
H  -0.816  1.502  -0.578
H  -0.727  0.839  1.072
H  -0.192  2.675  0.538
H  2.811  1.070  1.715
H  1.833  2.598  1.490
H  1.097  1.198  2.311
H  0.078  -0.403  -2.267
H  0.305  -2.035  -1.341
H  -1.650  -2.679  0.533
H  1.771  -2.461  0.473

LUMO	0.01655	hartree
net charge	0
gap between HOMO and LUMO	7.93	eV
energy	-83484.87323	eV



Record 8
The following is a quantum chemistry calculation of 2 unconnected molecules or ions with the total composition C9H15N5, from OMol25.

Geometry (Å):
C  -1.164  -0.711  -1.174
C  -0.945  0.279  -0.268
C  1.285  -1.256  -1.093
C  0.001  -1.579  -1.527
C  0.345  0.612  0.301
C  1.534  -0.095  -0.259
C  3.407  -2.141  -1.936
C  4.431  1.053  1.592
C  3.331  1.249  0.474
N  2.368  -1.890  -1.473
N  -0.209  -2.694  -2.243
N  0.400  1.530  1.257
N  2.779  0.019  -0.024
N  -4.997  -3.037  3.702
H  -2.213  -0.850  -1.475
H  -1.623  1.059  0.054
H  4.246  -2.672  -2.131
H  5.301  0.682  1.105
H  4.562  2.049  1.953
H  4.040  0.447  2.370
H  4.094  1.565  -0.276
H  2.619  1.993  0.755
H  -1.212  -2.806  -2.402
H  0.431  -3.230  -2.843
H  -0.543  1.962  1.465
H  1.273  1.630  1.872
H  -5.139  -2.347  3.008
H  -5.762  -3.636  3.925
H  -4.304  -3.636  3.349

LUMO (alpha / beta)	-0.36085 / -0.36087	hartree
ΔE to the lowest compared entry with this formula, charge and spin	274.85	kJ/mol
net charge	+2
gap between HOMO and LUMO (alpha / beta)	3.72 / 3.72	eV
energy	-17006.26122	eV



Record 9
The following is a quantum chemistry calculation of 2 unconnected molecules or ions with the total composition C9H15N5, from OMol25.

Geometry (Å):
C  -3.422  1.143  1.076
C  -3.735  0.342  0.000
C  -2.029  1.003  1.236
C  3.792  0.732  1.141
C  3.126  0.796  0.005
C  0.668  -2.625  -0.237
C  1.045  -0.172  -0.145
C  1.276  2.046  -1.228
C  1.615  1.104  -0.066
N  0.971  -1.354  -0.220
N  -2.577  -0.203  -0.426
N  -1.539  0.173  0.333
N  -2.393  -1.095  -1.443
N  0.422  -3.326  0.837
H  -4.080  1.745  1.667
H  -4.675  0.147  -0.475
H  -1.398  1.461  1.970
H  4.870  0.654  1.130
H  3.337  0.806  2.116
H  3.598  0.693  -0.959
H  0.657  -3.111  -1.209
H  1.872  2.949  -1.123
H  0.228  2.331  -1.195
H  1.502  1.594  -2.190
H  1.287  1.566  0.876
H  -3.280  -1.415  -1.825
H  -1.785  -0.746  -2.181
H  0.214  -4.317  0.770
H  0.432  -2.919  1.766

LUMO	-0.36800	hartree
ΔE to the lowest compared entry with this formula, charge and spin	311.56	kJ/mol
net charge	+2
gap between HOMO and LUMO	5.05	eV
energy	-17005.88076	eV



Record 10
The following is a quantum chemistry calculation of 2 unconnected molecules or ions with the total composition C9H15N5, from OMol25.

Geometry (Å):
C  3.642  0.310  -1.546
C  4.884  0.881  -1.478
C  5.314  0.256  0.690
C  4.071  -0.320  0.886
C  3.169  -0.299  -0.318
C  -1.760  -0.565  -0.418
C  3.597  -0.874  1.984
C  -4.362  1.125  -0.358
C  -3.166  1.307  0.487
N  5.602  0.833  -0.396
N  -0.778  -2.450  -0.943
N  1.936  -0.576  -0.129
N  -1.886  0.500  0.277
N  -0.664  -1.329  -0.395
H  3.209  0.216  -2.565
H  5.382  1.317  -2.271
H  6.169  0.316  1.398
H  -2.567  -0.732  -1.061
H  -0.070  -3.098  -0.818
H  4.028  -0.533  2.952
H  2.524  -1.221  1.961
H  -4.573  2.103  -0.734
H  -4.253  0.445  -1.155
H  -5.232  0.678  0.230
H  -3.372  1.411  1.469
H  -2.609  2.283  0.234
H  -1.692  -2.879  -1.237
H  1.371  -0.267  -0.901
H  -1.112  0.570  1.005

LUMO (alpha / beta)	-0.32186 / -0.38357	hartree
ΔE to the lowest compared entry with this formula, charge and spin	489.20	kJ/mol
net charge	+2
gap between HOMO and LUMO (alpha / beta)	8.15 / 5.19	eV
energy	-17004.03967	eV



Record 11
The following is a quantum chemistry calculation of 2 unconnected molecules or ions with the total composition C9H15NSi, from OMol25.

Geometry (Å):
H  -0.683  -2.279  -1.389
N  -0.512  -2.290  -0.392
Si  1.000  -2.820  -0.132
C  1.341  -2.853  1.749
C  0.748  -1.533  2.382
C  2.945  -3.125  2.178
H  2.191  -3.348  -0.841
H  0.774  -3.630  2.152
H  1.448  -1.107  3.176
H  0.286  -0.873  1.735
H  -0.073  -1.843  3.067
H  3.555  -2.316  1.828
H  3.280  -4.151  1.849
H  2.890  -3.058  3.242
C  -1.621  4.287  -1.831
C  -2.096  3.704  -0.676
C  -2.002  2.343  -0.546
C  -1.432  1.544  -1.541
C  -0.998  2.126  -2.770
C  -1.127  3.515  -2.796
H  -1.720  5.333  -2.049
H  -2.529  4.262  0.108
H  -2.525  1.908  0.282
H  -1.444  0.495  -1.279
H  -0.867  1.706  -3.657
H  -0.828  4.002  -3.849

LUMO	0.00958	hartree
ΔE to the lowest compared entry with this formula, charge and spin	357.65	kJ/mol
net charge	0
gap between HOMO and LUMO	9.46	eV
energy	-18941.20461	eV



Record 12
The following is a quantum chemistry calculation of a gas-phase ion, C9H15O (charge +1), from OMol25.

Geometry (Å):
C  -0.012  -4.004  -0.494
C  0.063  2.345  1.104
C  -0.292  1.184  1.812
C  1.086  1.824  -0.017
C  -0.779  -0.058  1.290
C  -0.659  0.964  -1.671
C  0.565  0.616  -0.755
C  0.356  -0.520  0.208
C  -0.102  -1.699  -0.530
O  0.297  -2.859  -0.060
H  0.388  -4.792  0.147
H  -0.550  -4.141  -1.317
H  -0.763  2.836  0.573
H  0.379  3.196  1.780
H  0.235  1.128  2.853
H  -1.345  0.051  -1.639
H  1.394  2.579  -0.766
H  1.864  1.445  0.568
H  -0.869  -0.871  2.111
H  -1.658  0.044  0.771
H  -1.267  1.802  -1.358
H  -0.366  1.039  -2.641
H  1.440  0.358  -1.409
H  1.224  -0.679  0.919
H  -0.628  -1.789  -1.480

LUMO (alpha / beta)	-0.21491 / -0.16452	hartree
ΔE to the lowest compared entry with this formula, charge and spin	396.84	kJ/mol
net charge	+1
gap between HOMO and LUMO (alpha / beta)	5.28 / 7.96	eV
energy	-11611.06899	eV